Molecular formula: CCl3F2N
Method: DFT, ωB97M-V/def2-TZVPD

Results
Total energy = -45522.989 eV
Kohn-Sham gap (alpha / beta) = 8.57 / 6.69 eV
Max |F| = 4.41 eV/A
ΔE to the lowest compared entry with this formula, charge and spin = 0.1788 eV
HOMO level (alpha / beta) = -8.1271 / -10.5871 eV
Spin multiplicity = 3
LUMO level (alpha / beta) = 0.447 / -3.893 eV
Net charge = 0

The geometry in XYZ format:
```
7
CCl3F2N | the Open Molecules 2025 dataset | ωB97M-V/def2-TZVPD
C -1.2557 -0.5706 0.2209
N -0.2960 0.1337 -0.1889
F -0.9688 -1.8782 0.2576
F -0.6924 1.4247 -0.3048
Cl 2.9246 0.2302 -1.4261
Cl -2.7457 -0.2725 0.9433
Cl 3.0339 0.9328 0.4979
```